Molecular formula: C2H25O11
Method: DFT, wB97M-V/def2-TZVPD

Positions of all 38 atoms, in Å:
C -1.648346 -0.898333 1.115961
O -1.182541 0.476084 1.341890
C -2.950485 -0.845322 1.965928
H -0.946586 -1.593378 1.652314
H -1.749823 -0.996650 0.046276
H -2.725296 -1.042933 3.018023
H -3.680746 -1.444379 1.421683
H -3.301640 0.215646 1.918695
H 1.815709 -2.803027 -0.041594
H 3.113947 -2.186836 0.462580
O 2.363339 -2.717597 0.759621
H 1.649072 1.463395 -1.414082
H 2.777745 1.318123 -2.438422
O 2.438195 1.916670 -1.762742
H -0.724004 -2.847414 -1.698643
H -1.236602 -1.644973 -2.488522
O -1.200993 -2.611116 -2.501481
H -2.861374 0.825407 -1.819446
H -2.910353 -0.640267 -2.056808
O -3.198809 0.176386 -2.483547
H -0.886884 2.239654 2.213825
H 0.556149 2.858907 1.853210
O -0.338460 3.024953 2.141054
H 1.502122 -0.011601 0.370782
H -0.403666 0.606918 0.717520
O 0.743781 0.151854 -0.217535
H 2.980676 -0.345932 -0.705189
H 3.659995 0.948352 -0.425554
O 3.859212 -0.001375 -0.531149
H 0.907486 0.664738 2.228006
H 1.918822 0.781470 3.371224
O 1.213626 1.263185 2.911412
H -1.148843 1.553446 -0.455790
H -2.474636 2.338297 -0.112576
O -1.974315 1.894004 -0.817629
H 0.790098 -1.710272 -2.316064
H 0.693032 -1.113288 -0.860366
O 1.164462 -1.860605 -1.435238

Force components x, y, z for each atom (eV/Å):
C 0.066 1.477 2.783
O 1.283 -1.218 -0.486
C 0.257 0.988 -1.395
H -0.392 0.368 -1.163
H -0.260 -0.628 -0.164
H -0.369 -0.480 -0.385
H -0.261 -0.323 0.838
H 0.055 -0.879 -0.015
H 0.452 -0.138 0.376
H 0.109 -0.209 0.105
O -0.239 0.286 -0.080
H 0.300 0.440 -0.313
H 0.065 0.128 -0.041
O -0.543 -0.072 0.076
H -0.035 -0.140 -0.010
H -0.219 -0.148 -0.204
O -0.226 0.247 -0.038
H -0.276 0.016 -0.704
H -0.506 -0.263 -0.321
O 0.598 -0.081 0.802
H 0.724 -0.182 0.038
H -0.028 -0.559 0.256
O -1.265 1.659 -0.432
H 0.195 -0.036 0.271
H -0.407 -0.010 0.355
O -0.207 0.568 0.401
H 0.148 -0.451 -0.520
H 0.406 -0.265 -0.247
O -0.167 0.234 0.665
H -0.221 -0.276 0.311
H -0.170 0.115 -0.143
O 1.073 -0.599 0.387
H -0.543 0.621 0.042
H 0.650 -0.245 -0.132
O -0.296 0.398 -0.251
H 0.315 -0.346 -0.152
H 0.794 -1.695 -0.990
O -0.862 1.695 0.477

Summary:
* Kohn-Sham gap (spin up / spin down): 10.755 / 5.218 eV
* ⟨S²⟩: 0.759
* LUMO energy (spin up / spin down): -0.34 / -5.87 eV
* HOMO level (spin up / spin down): -0.40768 / -0.40735 Eh
* E: -24997.6229 eV
* spin multiplicity: 2
* charge: 0



Molecular formula: C2H26F6LiNO17S2
Method: DFT, wB97M-V/def2-TZVPD

Positions of all 55 atoms, in Å:
Li -13.263550 5.812830 13.311010
C -13.286640 8.994420 15.624940
F -13.909840 9.877240 14.801400
F -12.814810 9.629250 16.711200
F -14.231930 8.084660 15.942370
S -11.848860 8.120690 14.520300
O -10.856330 9.151480 14.321000
O -11.290800 6.948810 15.190720
N -12.654490 7.635640 13.043780
S -11.662600 7.962850 11.924620
O -11.884380 9.302770 11.386410
O -10.276910 7.585100 12.106980
C -12.297790 6.777560 10.440940
F -11.523660 6.946790 9.295230
F -12.212450 5.476590 10.817080
F -13.562260 7.057320 10.156770
O -17.043730 7.584340 17.405640
H -16.785420 7.386430 16.505450
H -17.054180 8.540570 17.447600
O -8.647430 6.739440 15.794320
H -9.566820 6.577830 16.006060
H -8.370910 7.408380 16.420650
O -6.786080 6.945640 11.397440
H -6.809640 6.659580 10.484290
H -7.706520 7.026010 11.647570
O -14.917340 5.390520 12.042230
H -15.384070 5.993070 11.463160
H -15.468360 4.608300 12.069120
O -10.657360 9.020510 6.976650
H -11.423340 9.585110 6.873090
H -11.020950 8.151780 7.147940
O -14.384850 5.222970 15.012600
H -14.136300 4.632910 15.724130
H -15.307210 5.420260 15.175560
O -8.022990 8.195160 13.672940
H -8.414430 8.973700 14.069020
H -8.221380 7.488030 14.286810
O -12.161640 6.723510 18.776410
H -12.387960 6.850540 19.697750
H -12.797400 7.255280 18.297590
O -9.414450 10.964990 10.661330
H -9.978340 10.223060 10.879970
H -9.484730 11.047770 9.710310
O -11.580890 10.091510 19.571890
H -11.335010 10.197770 18.652940
H -10.907320 10.567970 20.057190
O -10.034420 10.362760 17.332880
H -10.068610 10.127210 16.405740
H -9.936900 11.314980 17.335120
O -11.769410 4.451790 13.769060
H -11.644330 3.517130 13.604780
H -11.291840 4.618650 14.581660
O -15.215920 8.446040 12.355500
H -15.071470 9.164600 11.739840
H -14.343840 8.238700 12.691230

Force components x, y, z for each atom (eV/Å):
Li -0.126 -0.488 0.181
C 0.499 0.610 -0.055
F 0.326 -0.043 0.683
F -1.062 0.509 0.843
F -0.099 0.061 0.628
S -0.468 -0.284 1.414
O -0.002 0.749 0.142
O -0.217 -0.775 0.482
N 0.478 -1.064 -0.593
S 0.609 0.380 -3.475
O 0.126 -0.645 -0.195
O -0.909 -0.428 -0.327
C 2.116 1.141 0.588
F -1.088 -0.507 0.879
F -0.127 0.399 -0.447
F -0.281 -0.191 -0.540
O -0.252 -0.315 0.240
H 0.179 0.106 -0.231
H 0.105 0.248 -0.010
O 0.697 -0.597 0.532
H -0.715 0.173 -0.247
H 0.125 0.181 0.182
O 0.506 -0.297 -0.227
H -0.024 -0.043 -0.214
H -0.449 0.419 0.451
O 0.126 -0.347 0.298
H 0.099 0.694 -0.083
H 0.002 -0.250 0.124
O 0.252 0.132 -0.266
H -0.174 0.151 0.066
H -0.058 -0.251 0.257
O -0.018 -0.122 -0.335
H 0.333 -0.035 0.195
H -0.201 0.244 -0.066
O 0.947 0.501 -0.563
H -0.378 0.055 -0.156
H -0.311 -0.271 0.318
O 0.119 -0.475 -0.044
H 0.014 0.181 0.199
H -0.094 0.283 -0.241
O 0.402 0.500 -0.050
H -0.454 -0.394 0.278
H -0.023 -0.074 -0.187
O -0.591 0.021 0.832
H 0.291 -0.208 -0.622
H 0.147 0.016 0.069
O 0.278 0.093 0.329
H -0.251 -0.315 -0.636
H 0.081 0.274 -0.098
O -0.383 -0.209 -0.173
H -0.026 -0.177 -0.257
H 0.247 0.645 0.284
O -1.396 -0.094 -0.370
H 0.134 0.191 -0.087
H 0.940 -0.061 0.301

Summary:
* Kohn-Sham gap (spin up / spin down): 2.621 / 7.739 eV
* ⟨S²⟩: 0.757
* LUMO energy (spin up / spin down): 1.36 / 1.31 eV
* HOMO level (spin up / spin down): -0.04635 / -0.23640 Eh
* E: -76975.1051 eV
* spin multiplicity: 2
* charge: -1



Molecular formula: C2H26MgO13Pt
Method: DFT, wB97M-V/def2-TZVPD

Positions of all 43 atoms, in Å:
Pt 19.412651 21.719692 -9.799721
Mg 20.986494 19.722959 -8.763079
O 19.859441 18.659395 -7.723066
C 18.809142 19.098838 -7.034839
C 17.835947 19.964970 -7.854581
O 18.353062 21.153733 -8.117184
H 19.082845 19.664418 -6.133144
H 18.194242 18.290872 -6.608209
H 16.789057 19.978887 -7.523215
H 17.754320 19.373014 -8.810329
O 21.679723 17.318005 -5.754353
H 21.989056 17.893202 -5.022802
H 21.049025 17.857611 -6.258214
O 18.260973 18.365082 -2.767106
H 17.367583 18.569872 -3.077681
H 18.326372 17.388945 -2.793056
O 17.849736 20.826448 -11.068567
H 17.567117 20.398575 -11.915221
H 17.023247 20.990778 -10.566910
O 19.606909 15.279117 -5.033686
H 19.315186 16.072232 -5.486285
H 20.570673 15.284415 -5.166968
O 17.706544 17.634199 -10.780609
H 18.303176 18.352817 -10.512801
H 17.647759 17.008621 -10.037706
O 13.853064 20.276013 -7.814559
H 13.340387 20.935871 -8.314496
H 14.500409 20.793942 -7.318554
O 15.823170 23.075726 -8.251033
H 16.411629 22.330141 -8.082501
H 15.981145 23.710018 -7.528039
O 19.958791 22.876059 -6.322688
H 19.513348 23.412726 -5.640331
H 19.287234 22.237550 -6.595442
O 20.785136 19.743680 -3.812054
H 20.236613 19.080582 -3.329442
H 20.204754 20.116203 -4.475934
O 14.809667 17.526974 -7.620801
H 15.404209 17.429272 -6.865163
H 14.231917 18.298466 -7.407393
O 20.038476 16.014101 -8.790030
H 19.245869 15.473040 -8.949951
H 19.719104 16.900531 -8.549816

Force components x, y, z for each atom (eV/Å):
Pt -0.468 -0.557 0.784
Mg 0.151 -0.194 0.074
O 0.414 0.634 -0.874
C 0.554 -1.384 3.176
C -1.886 -0.891 -3.777
O 0.812 1.775 -0.331
H 0.074 0.493 -0.286
H -0.246 -0.183 -0.672
H 0.354 0.210 1.091
H 0.051 0.028 0.682
O 0.130 0.790 -0.041
H -0.339 -0.336 -0.396
H 0.305 -0.366 0.502
O 0.025 -0.594 -0.564
H 0.188 -0.129 0.332
H -0.109 0.594 0.149
O -0.898 -0.163 0.138
H 0.637 0.330 0.505
H 0.230 -0.128 -0.541
O 0.238 -0.054 0.048
H 0.095 0.008 -0.054
H -0.406 0.029 0.071
O 0.163 0.491 0.382
H -0.201 -0.702 -0.060
H 0.012 0.277 -0.405
O 0.314 0.394 -0.188
H 0.131 -0.359 0.297
H -0.468 0.156 -0.017
O 0.249 -0.085 0.206
H -0.061 0.355 0.234
H -0.123 -0.279 -0.392
O -0.421 -0.236 -0.059
H 0.448 -0.146 -0.292
H -0.059 0.298 0.226
O -0.031 -0.902 0.138
H 0.202 0.748 -0.331
H -0.218 0.214 0.222
O 0.184 0.934 0.295
H -0.451 -0.189 0.017
H 0.419 -0.719 -0.326
O -0.505 0.524 -0.117
H 0.497 0.062 0.093
H 0.013 -0.748 0.062

Summary:
* Kohn-Sham gap (spin up / spin down): 4.170 / 3.152 eV
* ⟨S²⟩: 2.018
* LUMO energy (spin up / spin down): -11.48 / -12.50 eV
* HOMO level (spin up / spin down): -0.57526 / -0.57508 Eh
* E: -37781.8284 eV
* spin multiplicity: 3
* charge: +2



Molecular formula: C2H26NO16
Method: DFT, wB97M-V/def2-TZVPD

Positions of all 45 atoms, in Å:
O 2.776354 -3.446278 1.726647
C 1.594824 -2.612768 1.717037
C 0.906524 -2.434828 0.339807
O 0.740564 -3.490908 -0.640963
H 1.756624 -1.681918 2.260567
H 0.790624 -3.087978 2.278777
H 1.469424 -1.672368 -0.198613
H -0.050206 -1.953758 0.543117
N -0.264646 0.206232 -0.256363
O -1.210166 0.793052 -0.697233
O 0.668984 0.029622 -1.010093
O -0.323416 -0.221298 0.862147
O -2.298156 -0.755838 -1.465653
H -3.039566 -0.364688 -1.003543
H -1.527016 -0.353118 -1.066413
O 0.798384 1.042482 2.403547
H 0.134354 0.489192 1.992227
H 0.751224 1.870082 1.924927
O -2.720996 1.811932 -0.445083
H -2.701346 0.975732 0.020347
H -2.043486 1.729052 -1.116153
O -0.431836 -0.489338 -2.902823
H -1.210906 -0.064368 -2.544093
H -0.283906 -0.051228 -3.740923
O -1.888516 0.385092 2.153537
H -1.320906 -0.157578 1.606207
H -2.739886 0.358332 1.716857
O -1.943156 -1.546858 0.412157
H -1.025886 -1.273468 0.421187
H -2.024266 -2.139648 1.159327
O 2.660914 -0.075758 0.502767
H 2.836364 0.709072 -0.016373
H 1.740424 -0.275438 0.332297
O -1.091106 2.939502 0.615847
H -1.418086 3.314402 1.433627
H -1.710736 2.240212 0.407777
O 1.326334 1.504532 -2.343703
H 1.533614 0.738012 -2.878223
H 0.755864 1.168052 -1.652643
O 1.075824 2.568012 0.421557
H 0.405454 2.100742 -0.076923
H 0.582534 3.138242 1.011247
O 2.416454 -0.941778 -1.517423
H 2.173834 -0.098318 -1.135393
H 3.372714 -0.922078 -1.554913

Force components x, y, z for each atom (eV/Å):
O -1.452 1.455 0.307
C 1.704 -3.044 -0.277
C 1.133 -1.536 -2.921
O -0.200 1.282 2.425
H 0.059 0.749 -0.350
H -0.727 -0.785 0.964
H -0.181 -1.037 0.504
H 1.052 -1.928 0.472
N 5.109 0.417 -0.006
O 5.705 1.760 0.393
O -2.377 -1.895 3.969
O 6.067 -0.023 -0.810
O -4.400 -2.057 -5.290
H 0.100 -0.521 -0.091
H -2.528 -2.244 -1.350
O 0.708 0.850 2.852
H 0.931 0.711 1.079
H 0.313 -0.696 0.071
O -9.257 3.694 0.132
H -0.546 0.211 -0.270
H -1.342 1.080 -0.828
O 0.382 -0.578 -2.580
H -0.713 -0.207 -0.570
H 0.124 0.080 -0.224
O -3.815 2.310 3.345
H -1.285 -0.140 0.414
H -0.240 -0.416 0.363
O -4.392 -3.078 2.174
H -0.900 -2.463 0.062
H 0.377 -0.408 0.272
O 1.982 1.584 2.779
H 0.102 0.718 0.524
H 0.342 -0.406 1.002
O -0.219 3.270 1.921
H -0.236 -0.039 0.263
H -0.954 0.057 0.192
O 2.054 4.352 -3.266
H -0.086 -0.406 0.285
H 0.045 0.187 -1.023
O 3.437 0.616 -0.929
H 0.255 0.934 0.277
H -0.136 0.039 -0.842
O 2.425 -1.081 -4.647
H 1.291 -0.948 -1.030
H 0.287 -0.423 0.264

Summary:
* Kohn-Sham gap: 2.107 eV
* LUMO energy: 6.81 eV
* HOMO level: 0.17265 Eh
* E: -36715.1051 eV
* charge: -3



Molecular formula: C2H2AgF2NaO
Method: DFT, wB97M-V/def2-TZVPD

Positions of all 9 atoms, in Å:
F 3.094775 -0.686792 -0.328993
O 0.245253 -0.394106 -0.203635
Na 1.722472 -0.676103 -1.994727
Ag 2.331977 -0.586367 1.130219
C -1.556624 0.897360 0.057198
C -0.936409 -0.355092 0.260215
H -1.461820 -1.134651 0.828899
F -0.854046 1.967158 -0.225759
H -2.585578 0.968593 0.476585

Force components x, y, z for each atom (eV/Å):
F 6.757 -0.918 -13.543
O -1.156 -1.446 0.422
Na 0.193 0.031 0.234
Ag -6.391 0.892 13.700
C -1.705 -0.467 2.084
C 2.004 1.800 -1.455
H 0.245 -0.082 -0.401
F -0.628 -0.735 -0.254
H 0.681 0.924 -0.787

Summary:
* Kohn-Sham gap (spin up / spin down): 8.942 / 7.071 eV
* ⟨S²⟩: 0.762
* LUMO energy (spin up / spin down): -4.14 / -6.05 eV
* HOMO level (spin up / spin down): -0.48076 / -0.48233 Eh
* E: -17994.5434 eV
* spin multiplicity: 2
* charge: +1



Molecular formula: C2H2AlO2
Method: DFT, wB97M-V/def2-TZVPD

Positions of all 7 atoms, in Å:
H 2.017695 0.191148 -0.503765
C 1.352907 -0.425316 0.089007
C 0.672724 -1.049540 0.877500
H 0.110680 -1.710442 1.525944
O -1.322892 1.305031 -1.532100
O -2.049575 1.433336 -0.198355
Al -0.781539 0.255783 -0.258231

Force components x, y, z for each atom (eV/Å):
H -0.026 -0.167 -0.054
C -0.021 0.398 0.032
C -0.648 -0.126 -0.267
H 0.221 0.074 0.097
O 1.374 -1.199 -0.138
O 0.309 -1.041 1.390
Al -1.210 2.061 -1.059

Summary:
* Kohn-Sham gap: 6.667 eV
* LUMO energy: -7.38 eV
* HOMO level: -0.51634 Eh
* E: -12785.0310 eV
* charge: +1